Molecular formula: C3H2Cl3N3O2S
Method: DFT, ωB97M-V/def2-TZVPD

Calculated values
2S+1 = 1
Net charge = 0
E_HOMO (alpha / beta) = -9.5497 / -9.5545 eV
ΔE to the lowest compared entry with this formula, charge and spin = 26.7 kcal per mole
HOMO-LUMO gap (alpha / beta) = 7.43 / 7.44 eV
Strongest force on any atom = 3.74 eV/A

Each line ends with the natural charge from an NBO analysis.
Atoms and positions in Å:
C1 -1.7075 -0.0953 0.4232  0.70
O1 -2.5438 0.5566 0.9735  -0.55
H1 -2.3815 -0.1974 -1.5547  0.44
Cl1 2.4888 0.4485 -0.5772  0.05
N1 0.0275 -1.3685 0.0704  -0.40
Cl2 2.6709 1.0178 2.1215  0.04
O2 -0.4459 -2.0089 -2.1457  -0.54
C2 1.8444 1.4961 0.6265  -0.35
N2 -0.4979 -0.6373 0.9710  -0.16
N3 -1.8278 -0.6348 -0.8570  -0.66
Cl3 2.2165 3.2284 0.2385  0.03
H2 0.7802 -2.0502 0.3247  0.44
C3 -0.6627 -1.3915 -1.1373  0.76
S1 0.0387 1.6365 0.5225  0.20

***

Molecular formula: C5H6N
Method: DFT, ωB97M-V/def2-TZVPD

Calculated values
2S+1 = 1
Net charge = +1
E_HOMO (alpha / beta) = -14.0748 / -14.0742 eV
ΔE to the lowest compared entry with this formula, charge and spin = 122.8 kcal per mole
SMILES string = [NH2+]=C[C@@]12C=C1C2
HOMO-LUMO gap (alpha / beta) = 8.20 / 8.20 eV
Strongest force on any atom = 3.97 eV/A

Each line ends with the natural charge from an NBO analysis.
Atoms and positions in Å:
C1 1.7230 -0.7453 -0.1427  -0.39
H1 -2.5206 0.6148 -0.3278  0.44
H2 -1.2073 -1.3764 0.9462  0.27
C2 0.5412 -0.2500 0.5580  -0.12
H3 0.6621 2.1568 0.9462  0.29
C3 0.9044 1.2200 0.4767  -0.15
C4 -0.8655 -0.5242 0.3241  0.25
H4 1.5551 -1.6135 -0.9278  0.27
N1 -1.5370 0.4358 -0.2869  -0.64
H5 -1.1681 1.0772 -0.9622  0.44
H6 2.5434 -0.6237 0.4821  0.27
C5 1.3767 0.6693 -0.6022  0.07

***

Molecular formula: C8H22F12N2NaO2P2
Method: DFT, ωB97M-V/def2-TZVPD

Calculated values
2S+1 = 1
Net charge = -1
E_HOMO = -7.8051 eV
HOMO-LUMO gap = 9.97 eV
Strongest force on any atom = 2.63 eV/A

Each line ends with the natural charge from an NBO analysis.
Atoms and positions in Å:
C1 5.2197 -19.6477 4.7987  -0.07
H1 5.6039 -25.3181 1.3800  0.22
F1 11.5417 -22.3905 6.4113  -0.59
F2 7.2204 -22.1950 2.0897  -0.61
C2 6.4438 -26.9605 3.3920  -0.07
H2 5.1016 -23.9584 2.3272  0.23
H3 4.9465 -18.1741 3.1814  0.21
H4 3.9453 -17.7864 4.5928  0.21
H5 6.2235 -29.1680 1.4777  0.16
O1 4.4514 -21.9407 4.9284  -0.54
F3 7.6831 -20.0281 1.5879  -0.59
F4 10.1291 -21.8470 8.0849  -0.59
F5 9.6418 -20.6672 0.5486  -0.59
F6 7.6642 -21.5445 -0.1300  -0.59
H6 7.4855 -24.6034 2.5939  0.37
H7 2.4407 -22.5393 4.5475  0.17
F7 9.1613 -22.8473 0.9929  -0.59
H8 5.4932 -27.4691 3.6152  0.16
C3 3.4620 -22.9058 4.7232  -0.26
N1 6.5558 -20.0663 4.3227  -0.86
C4 7.0958 -28.6019 1.8289  -0.25
H9 3.5640 -23.3320 3.7088  0.16
H10 7.4606 -29.2000 2.6725  0.17
C5 5.1380 -25.0450 2.3321  -0.63
F8 8.4071 -22.8918 7.0390  -0.60
H11 5.4186 -25.2949 4.3530  0.18
H12 4.1874 -25.5747 2.3691  0.20
O2 6.8343 -27.2501 2.0515  -0.54
H13 5.1279 -19.6868 5.8865  0.20
P1 8.4379 -21.4391 1.2974  2.59
F9 9.6278 -21.3069 5.8703  -0.59
P2 9.9787 -22.6485 6.6839  2.59
H14 4.2395 -20.8521 3.2699  0.17
N2 7.1855 -24.5451 3.5746  -0.86
H15 7.1809 -27.3540 4.0930  0.18
H16 3.2239 -20.3142 4.7538  0.17
C6 4.8754 -18.2591 4.2656  -0.63
C7 6.0525 -25.4892 3.4751  -0.07
F10 10.3963 -24.0549 7.4426  -0.60
H17 7.1002 -19.3237 4.7623  0.36
H18 7.8591 -28.7012 1.0557  0.19
H19 5.6213 -17.5832 4.7000  0.21
F11 9.3793 -21.3828 2.6634  -0.60
H20 3.5569 -23.7148 5.4364  0.19
C8 4.1787 -20.6735 4.3516  -0.06
F12 9.8623 -23.5089 5.3106  -0.60
H21 7.9378 -25.0122 4.0817  0.37
H22 6.6121 -19.9195 3.3159  0.39
Na1 7.7381 -22.2647 4.3268  0.92

***

Molecular formula: C8H11NOS
Method: DFT, ωB97M-V/def2-TZVPD

Calculated values
2S+1 = 1
Net charge = 0
E_HOMO = -7.4324 eV
ΔE to the lowest compared entry with this formula, charge and spin = 32.3 kcal per mole
SMILES string = CSc1c(C)[nH]c(C)c1C=O
HOMO-LUMO gap = 8.10 eV
Strongest force on any atom = 4.55 eV/A

Each line ends with the natural charge from an NBO analysis.
Atoms and positions in Å:
H1 -3.7014 0.6285 0.4412  0.21
H2 -0.1389 2.8409 0.5969  0.12
C1 0.0383 0.8358 -0.1526  -0.28
H3 -0.3362 -3.2913 -0.6030  0.24
N1 1.6218 -0.7360 0.1204  -0.50
H4 -0.0012 -3.1369 1.1907  0.23
C2 2.6277 1.5975 0.3324  -0.65
O1 -1.4762 2.6292 -0.7286  -0.54
C3 -0.5521 2.1485 -0.0885  0.41
C4 -0.5237 -0.5059 -0.0869  -0.19
H5 -2.6002 0.9640 -1.0244  0.26
H6 1.3441 -3.2302 0.0422  0.21
H7 2.9535 2.1381 -0.5648  0.24
S1 -2.1714 -1.1879 -0.2826  0.20
H8 3.3696 0.8925 0.7553  0.22
C5 0.4672 -1.4405 0.0527  0.10
H9 2.5261 -1.2140 0.2544  0.41
C6 1.4208 0.6317 0.1440  0.22
C7 0.3235 -2.9493 0.1193  -0.63
H10 -4.0223 -0.0597 -1.1577  0.22
H11 2.1286 2.1930 1.1369  0.24
C8 -3.2977 0.2520 -0.4973  -0.73

***

Molecular formula: C4H4OS
Method: DFT, ωB97M-V/def2-TZVPD

Calculated values
2S+1 = 1
Net charge = 0
E_HOMO = -9.6218 eV
ΔE to the lowest compared entry with this formula, charge and spin = 1.7 kcal per mole
SMILES string = O=C1C=CCS1
HOMO-LUMO gap = 10.03 eV
Strongest force on any atom = 3.14 eV/A

Each line ends with the natural charge from an NBO analysis.
Atoms and positions in Å:
O1 0.7457 -1.3803 2.1645  -0.55
C1 0.3284 -0.7146 1.2319  0.34
S1 -0.9857 0.4156 1.4809  0.24
C2 0.7533 -0.8552 -0.1418  -0.31
H1 -0.3534 1.9607 -0.2583  0.24
H2 0.3938 0.0603 -2.0174  0.22
C3 0.1747 0.0448 -0.9408  -0.11
H3 -1.7636 1.0728 -0.7675  0.24
H4 1.4930 -1.5813 -0.4694  0.24
C4 -0.7862 0.9772 -0.2821  -0.56

***

Record order is preserved below.
Total energy: -2208.96742 -248.41998 -2622.00514 -839.56333 -628.23230 Eh